1.
Computed, not measured: a structure of composition C6H22AgF2N9O9S2 in a non-equilibrium geometry, with the ωB97M-V functional and the def2-TZVPD basis.

Computed properties:
- Energy: -69502.216 eV
- LUMO level (spin up / spin down): -7.04 / -11.90 eV
- 2S+1: 3
- Net charge: +2

Element x y z (Å)
1 Ag 0.067 0.194 -0.273
2 N -0.334 2.277 -0.338
3 S -1.422 3.282 -0.792
4 O -1.162 4.638 -1.234
5 O -2.754 3.001 -0.236
6 F -1.568 2.574 -2.205
7 S 0.364 3.528 0.670
8 O -0.548 3.935 1.767
9 O 1.311 4.541 0.179
10 F 1.349 2.510 1.478
11 C 1.443 -0.428 -4.396
12 C 0.647 0.522 -3.535
13 O -0.029 -0.130 -2.516
14 H 0.768 -1.033 -5.002
15 H 2.074 -1.098 -3.813
16 H 1.975 0.184 -5.124
17 H -0.234 0.773 -4.127
18 H 1.191 1.443 -3.329
19 H -0.672 -0.730 -2.900
20 C -3.357 -0.401 -0.134
21 O -2.299 -0.083 -0.601
22 N -3.910 0.314 0.839
23 N -3.969 -1.562 -0.271
24 H -3.552 1.254 0.925
25 H -4.805 0.021 1.203
26 H -4.764 -1.704 0.336
27 H -3.719 -2.296 -0.918
28 C -0.795 0.272 3.114
29 O -0.274 -0.080 2.076
30 N -0.507 -0.269 4.254
31 N -1.660 1.293 3.276
32 H -0.881 0.115 5.110
33 H 0.162 -1.023 4.191
34 H -1.897 1.690 2.378
35 H -1.815 1.795 4.138
36 C 0.675 -3.212 -0.734
37 O 0.153 -2.084 -0.469
38 N 1.440 -3.784 0.142
39 N 0.699 -3.813 -1.890
40 H 1.921 -4.655 -0.031
41 H 1.558 -3.280 1.009
42 H 0.286 -3.394 -2.710
43 H 1.110 -4.735 -1.920
44 C 3.116 0.008 1.126
45 O 2.208 0.014 0.297
46 N 4.244 0.635 1.175
47 N 3.001 -0.809 2.137
48 H 4.885 0.600 1.955
49 H 4.516 1.245 0.417
50 H 2.174 -1.344 2.361
51 H 3.593 -0.709 2.949

These are the natural (NBO) partial charges, in e, on atoms 1 to 4:
1. Ag 1.541
2. N -0.894
3. S 2.350
4. O -0.662

***

2.
Computed, not measured: a cluster of 2 separate species, C21H24NS in total in a non-equilibrium geometry, with the ωB97M-V functional and the def2-TZVPD basis.

Computed properties:
- ΔE to the lowest compared entry with this formula, charge and spin: 103.38 kJ/mol
- Energy: -34484.397 eV
- LUMO level: -5.17 eV
- 2S+1: 1
- Net charge: +1

Element x y z (Å)
1 C 2.856 -2.540 0.439
2 C 1.768 -2.913 1.426
3 N 0.529 -2.601 1.464
4 C -0.239 -3.194 2.594
5 C 0.706 -4.017 3.458
6 S 2.356 -3.976 2.717
7 H 2.421 -1.867 -0.310
8 H 3.686 -2.045 0.964
9 H 3.254 -3.443 -0.041
10 H -0.707 -2.417 3.216
11 H -1.042 -3.846 2.227
12 H 0.802 -3.623 4.467
13 H 0.409 -5.063 3.521
14 C 3.799 5.704 -2.161
15 C 3.141 4.382 -1.891
16 C 3.831 3.195 -2.190
17 C 3.233 1.963 -2.023
18 C 1.906 1.833 -1.506
19 C 1.329 0.535 -1.262
20 C 0.190 0.243 -0.499
21 C -0.600 -0.926 -0.547
22 C -2.019 -0.897 -0.276
23 C -2.962 -1.783 -0.889
24 C -4.310 -1.742 -0.548
25 C -4.791 -0.881 0.455
26 C -6.229 -0.887 0.870
27 C -3.888 0.041 1.004
28 C -2.549 0.030 0.658
29 C 1.231 3.048 -1.190
30 C 1.842 4.287 -1.365
31 H 3.128 6.532 -1.933
32 H 4.716 5.822 -1.568
33 H 4.088 5.777 -3.219
34 H 4.851 3.269 -2.576
35 H 3.771 1.046 -2.279
36 H 1.843 -0.326 -1.723
37 H -0.114 1.014 0.216
38 H -0.156 -1.864 -0.918
39 H -2.598 -2.475 -1.649
40 H -5.027 -2.407 -1.044
41 H -6.408 -0.132 1.642
42 H -6.907 -0.662 0.031
43 H -6.526 -1.867 1.276
44 H -4.256 0.758 1.747
45 H -1.862 0.726 1.156
46 H 0.207 2.981 -0.827
47 H 1.297 5.204 -1.114

These are the natural (NBO) partial charges, in e, on atoms 1 to 4:
1. C -0.666
2. C 0.168
3. N -0.480
4. C -0.248